1.
{
  "formula": "C14H11BrO3",
  "method": "ωB97M-V/def2-TZVPD",
  "species": ["C", "C", "C", "C", "C", "O", "C", "C", "C", "C", "C", "O", "Br", "C", "C", "C", "C", "O", "H", "H", "H", "H", "H", "H", "H", "H", "H", "H", "H"],
  "positions_angstrom": [[0.4833, 2.7032, -3.2753], [-1.0371, 2.1075, -3.4170], [-1.3107, 1.3328, -2.0157], [-1.4852, 2.0962, -0.8089], [-1.7111, 1.3173, 0.5911], [-2.5080, 1.7182, 1.4846], [-0.8617, -0.0538, 0.7276], [-0.2399, -0.5267, 2.0672], [0.5728, -1.8752, 2.0865], [1.2016, -2.3047, 3.4942], [2.5328, -1.4559, 3.8803], [3.5025, -1.3311, 3.0826], [2.6657, -0.5949, 5.6932], [0.6949, -2.7078, 0.7743], [0.0735, -2.2490, -0.6048], [-0.6970, -0.9014, -0.5978], [-1.3477, -0.2851, -1.9450], [-1.8681, -1.0027, -2.8470], [1.0333, 2.6715, -4.2895], [0.5105, 3.7358, -2.7867], [1.0321, 1.9362, -2.6010], [-1.8112, 2.9314, -3.6159], [-0.9712, 1.3463, -4.2863], [-1.4293, 3.2493, -0.8255], [-0.3743, 0.1392, 2.9957], [1.4968, -3.4114, 3.5533], [0.4183, -2.0161, 4.2940], [1.2483, -3.7096, 0.7554], [0.1861, -2.8595, -1.5636]],
  "forces_ev_per_angstrom": [[-0.1, -1.1, 0.1], [1.1, -0.8, 0.6], [-0.6, 1.6, 1.9], [0.5, -2.4, -1.6], [-1.1, 0.5, 1.1], [3.3, -1.4, -3.3], [1.4, -2.3, -0.1], [0.1, -1.7, -3.5], [-1.3, 1.2, -2.8], [-0.4, 1.1, 0.4], [3.4, -0.1, -4.2], [-4.7, -0.6, 4.0], [-0.4, -0.7, -1.2], [-1.5, 2.6, -0.3], [-0.7, 2.8, 3.8], [1.1, -0.8, 2.0], [-0.9, -1.1, -0.9], [2.3, 2.9, 3.4], [-1.0, 0.4, 1.6], [0.0, -1.5, -0.8], [-0.7, 1.5, -1.0], [1.1, -1.4, 0.3], [-0.6, 1.2, 1.5], [-0.4, -2.1, 0.2], [0.3, -1.3, -1.6], [-0.5, 1.7, -0.1], [1.3, -0.9, -1.2], [-0.8, 1.7, 0.3], [-0.2, 1.0, 1.7]],
  "smiles": "CCC1=CC(=O)c2cc(CC(=O)Br)ccc2C1=O",
  "energy_ha": -3339.56549
}

***

2.
{
  "formula": "C4H4N2",
  "method": "ωB97M-V/def2-TZVPD",
  "species": ["N", "C", "C", "C", "C", "N", "H", "H", "H", "H"],
  "positions_angstrom": [[-0.0721, 1.7543, -0.2384], [-0.0769, -0.8174, 0.4321], [-0.3078, 0.4048, -0.3480], [-1.0074, -0.5157, -0.8924], [1.2004, -1.5167, 0.3423], [2.2470, -2.0147, 0.3203], [0.8984, 1.8670, 0.0167], [-0.6672, 2.1243, 0.4980], [-0.3899, -0.7590, 1.4921], [-1.8244, -0.5268, -1.6226]],
  "forces_ev_per_angstrom": [[0.3, 0.5, -0.1], [-0.2, -0.1, -0.3], [0.0, 0.1, -0.2], [0.3, 0.4, 0.8], [0.7, -0.4, -0.3], [-1.1, 0.5, 0.0], [0.1, 0.5, 0.2], [0.2, 0.2, -0.1], [-0.5, -0.5, -0.7], [0.3, -1.1, 0.6]],
  "relative_energy_kcal_mol": 74.7,
  "smiles": "N#C[C@@H]1C=C1N",
  "energy_ha": -264.20737
}

***

3.
{
  "formula": "C16H18N4O2S2",
  "method": "ωB97M-V/def2-TZVPD",
  "species": ["C", "C", "H", "H", "S", "C", "N", "N", "C", "N", "C", "O", "C", "H", "C", "C", "O", "N", "C", "H", "H", "C", "C", "C", "C", "C", "C", "C", "H", "H", "H", "H", "H", "H", "H", "H", "H", "H", "S", "H", "H", "H"],
  "positions_angstrom": [[0.9440, -4.3226, -2.8670], [0.5930, -3.6253, -1.5694], [-0.1442, -2.8370, -1.7055], [0.2412, -4.3316, -0.8182], [2.0820, -2.8110, -0.8721], [1.3243, -1.6528, 0.1469], [0.0685, -1.3660, 0.1538], [-0.2766, -0.4747, 1.0668], [0.6929, -0.0472, 1.7921], [0.6308, 0.8191, 2.8455], [-0.2967, 1.7654, 3.2466], [-0.1505, 2.2655, 4.3362], [-1.3939, 2.1898, 2.3008], [-1.8456, 3.0691, 2.7693], [-2.4856, 1.1380, 2.0568], [-2.7836, 1.2177, 0.5652], [-3.6891, 0.6706, -0.0180], [-1.8706, 2.0359, -0.0001], [-0.8813, 2.5651, 0.8978], [0.1042, 2.1324, 0.6903], [-0.8039, 3.6522, 0.7778], [-1.7677, 2.2452, -1.4266], [-0.7037, 1.3685, -2.0384], [0.6376, 1.7262, -1.9767], [1.6116, 0.8966, -2.5046], [1.2515, -0.2854, -3.1284], [-0.0845, -0.6410, -3.2061], [-1.0544, 0.1711, -2.6461], [-2.0936, -0.1190, -2.6821], [-0.3750, -1.5497, -3.7132], [2.0133, -0.9219, -3.5544], [2.6527, 1.1782, -2.4392], [0.9242, 2.6664, -1.5253], [-2.7450, 1.9965, -1.8471], [-1.5480, 3.3032, -1.6092], [-2.1466, 0.1252, 2.2705], [-3.3862, 1.3286, 2.6379], [1.3909, 0.7321, 3.5124], [2.2610, -0.7652, 1.3494], [1.7083, -5.0794, -2.7049], [0.0567, -4.8060, -3.2697], [1.3154, -3.6090, -3.5984]],
  "forces_ev_per_angstrom": [[0.1, 0.1, 0.1], [0.1, 0.2, 0.3], [0.0, -0.1, 0.0], [-0.1, 0.1, 0.0], [0.2, -0.5, -0.5], [0.3, 0.4, 0.5], [0.4, -1.1, -1.2], [-0.6, 1.3, 1.3], [0.8, -0.8, -0.6], [0.7, 0.0, 0.6], [-0.3, 0.4, -0.1], [0.0, 0.1, 0.2], [-0.1, 0.1, 0.0], [0.2, -0.2, 0.0], [-0.2, -0.1, 0.1], [-0.1, 0.0, 0.5], [-0.3, -0.3, -0.2], [0.2, 0.4, -0.1], [0.2, 0.1, -0.1], [-0.1, 0.1, 0.0], [0.0, -0.1, 0.0], [-0.1, -0.1, 0.0], [-0.1, 0.1, 0.0], [0.0, 0.0, 0.0], [0.1, 0.0, 0.0], [0.0, -0.1, -0.1], [0.0, 0.0, -0.1], [0.0, 0.1, 0.0], [-0.1, 0.0, 0.0], [0.0, -0.1, 0.0], [0.0, 0.0, 0.0], [0.1, 0.0, 0.0], [0.0, 0.1, 0.0], [0.1, 0.1, 0.0], [-0.1, -0.1, 0.0], [-0.1, 0.1, 0.0], [0.0, 0.0, -0.1], [-0.3, 0.1, 0.0], [-1.0, 0.0, -0.2], [0.1, -0.1, -0.1], [0.0, -0.1, 0.0], [0.0, 0.0, -0.1]],
  "relative_energy_kcal_mol": 0.0,
  "smiles": "CCSc1nnc(NC(=O)[C@@H]2CC(=O)N(Cc3ccccc3)C2)s1",
  "energy_ha": -1786.40601
}

***

4.
{
  "formula": "C30H21Cl2N5O9S2Sn",
  "method": "ωB97M-V/def2-TZVPD",
  "species": ["Sn", "O", "C", "C", "C", "C", "C", "C", "C", "O", "N", "N", "C", "C", "C", "C", "C", "C", "C", "O", "H", "H", "H", "H", "H", "H", "H", "H", "H", "H", "Cl", "C", "C", "C", "Cl", "C", "O", "C", "C", "O", "C", "H", "H", "H", "N", "C", "C", "C", "C", "C", "C", "S", "O", "O", "N", "C", "S", "C", "C", "N", "H", "H", "H", "H", "H", "H", "H", "H", "O", "O"],
  "positions_angstrom": [[10.3956, 11.8439, 13.0585], [14.0849, 12.9155, 14.1721], [14.3169, 12.9609, 15.4944], [15.6628, 13.2325, 15.9191], [15.8893, 13.4178, 17.3205], [14.8774, 13.1853, 18.2619], [13.6190, 12.9010, 17.8281], [13.3459, 12.7361, 16.4865], [11.9312, 12.5245, 16.1376], [11.5824, 12.7122, 14.9182], [11.1062, 12.1011, 17.1075], [9.8642, 12.1692, 16.7050], [9.0484, 11.3698, 16.0347], [7.7567, 11.9118, 16.0428], [6.5943, 11.5987, 15.3352], [5.4918, 12.4184, 15.6111], [5.5648, 13.5287, 16.4950], [6.7391, 13.8772, 17.1215], [7.8577, 13.0780, 16.8194], [9.1246, 13.2488, 17.2118], [13.1294, 12.9892, 13.9497], [16.4090, 13.5033, 15.2130], [16.8683, 13.6737, 17.7540], [15.1579, 13.3242, 19.2864], [12.7805, 12.7662, 18.5128], [9.4914, 10.4512, 15.7348], [6.6201, 10.6520, 14.7563], [4.5637, 12.2178, 15.1654], [4.6859, 14.1473, 16.6652], [6.7598, 14.6884, 17.8258], [11.4476, 16.6461, 7.2170], [11.4576, 15.6519, 8.6840], [12.0334, 16.1946, 9.8116], [12.1027, 15.4220, 10.9752], [12.8006, 16.0473, 12.3832], [11.5509, 14.0797, 11.0437], [11.6627, 13.3946, 12.1558], [10.9711, 13.5848, 9.8699], [10.4870, 12.2258, 9.7270], [10.3652, 11.4155, 10.6531], [10.9460, 14.3697, 8.6826], [12.4292, 17.1965, 9.7940], [10.3211, 11.9314, 8.6618], [10.5855, 13.9336, 7.7481], [13.5412, 10.7773, 7.3568], [13.5847, 10.2877, 8.6793], [13.5379, 8.9348, 9.0086], [13.8038, 8.5758, 10.3180], [13.9241, 9.5558, 11.3137], [13.8861, 10.8989, 10.9889], [13.7599, 11.2632, 9.7028], [14.3328, 9.0040, 12.9060], [15.1271, 10.0018, 13.5691], [14.8398, 7.6272, 12.8387], [12.8887, 8.8668, 13.8429], [12.0439, 7.7884, 13.4666], [12.4792, 6.1744, 13.0072], [10.8592, 5.6826, 13.1225], [10.0929, 6.7754, 13.3640], [10.7498, 7.9774, 13.5514], [13.8210, 10.0788, 6.6957], [14.1844, 11.5434, 7.2707], [13.4560, 8.1468, 8.3141], [13.8721, 7.5634, 10.5290], [14.0456, 11.5798, 11.7840], [13.8672, 12.3378, 9.4912], [10.5715, 4.6496, 12.8951], [9.0428, 6.9234, 13.5239], [12.2801, 10.0420, 14.1264], [12.0037, 10.7025, 12.9356]],
  "forces_ev_per_angstrom": [[-0.4, 1.2, -0.5], [0.1, 0.3, 0.0], [1.4, 0.0, 0.1], [-1.7, 0.6, 2.3], [-0.1, -0.9, -1.3], [1.1, 0.6, -0.5], [-0.4, -0.5, 0.9], [-1.0, 0.4, -0.6], [0.8, -0.2, -1.9], [-0.3, 0.0, 1.1], [0.6, 0.3, 0.0], [-2.5, -0.7, -0.2], [1.8, 0.7, 1.1], [-0.3, 0.9, -0.4], [-0.7, -0.3, 1.0], [1.4, -0.2, 0.1], [0.3, -0.5, -0.5], [0.6, -0.4, -0.1], [-0.8, -0.5, -0.3], [0.4, 0.6, 0.5], [0.4, -0.2, 0.5], [0.4, -0.1, -0.6], [-0.3, 0.0, -0.7], [-0.3, 0.0, 0.5], [0.4, 0.1, -0.1], [0.0, -0.6, -0.6], [-0.5, 1.0, 0.2], [-1.1, -0.3, -0.6], [0.1, -0.3, 0.0], [0.3, 0.3, 0.0], [-0.1, -0.5, 0.5], [-0.5, -0.4, -1.1], [0.2, -0.7, 1.6], [-0.8, -0.6, -1.2], [0.4, 0.3, 0.7], [0.6, 0.5, 1.1], [-0.5, 0.2, -0.3], [-0.2, 0.3, -1.3], [0.6, -0.3, 0.6], [-0.3, 0.3, -0.9], [0.3, 0.2, 0.1], [0.1, 0.1, 0.1], [-0.2, -0.2, 0.6], [0.0, 0.1, 0.3], [-0.1, -0.4, 0.6], [0.3, 1.0, 0.0], [0.5, 1.2, 0.8], [-0.7, 2.0, 0.2], [0.1, -1.7, -1.0], [0.5, -0.8, 1.1], [-0.1, 0.4, -1.5], [1.9, -0.6, 1.4], [-0.7, -0.4, -0.4], [-1.2, 1.7, -0.1], [1.1, -1.3, -1.0], [-1.7, 0.7, -0.1], [1.2, 0.3, 0.5], [-0.9, 0.0, -0.5], [-0.1, 1.0, 0.5], [0.8, -0.8, 0.2], [-0.1, -0.4, -0.4], [0.0, 0.5, -0.1], [-0.2, -0.5, -1.1], [0.2, -1.7, 0.7], [0.1, 0.8, 0.5], [-0.3, -0.6, -0.3], [0.1, 0.7, 0.2], [-0.5, -0.9, -0.3], [0.3, -0.6, 1.7], [0.3, 0.1, -1.5]],
  "relative_energy_kcal_mol": 9.0,
  "energy_ha": -4037.61064
}

***

Asked for orbital gap across the records above, the calculation gives 8.086; 10.516; 8.903; 7.232 eV in order.